# 1
The following is a DFT calculation (the ωB97M-V functional and the def2-TZVPD basis) of one molecule with the formula C6H6N2.

- Lowest unoccupied orbital energy (spin up / spin down): -0.733 / -0.557 eV
- HOMO (spin up / spin down): -7.9 / -8.4 eV
- ΔE to the lowest compared entry with this formula, charge and spin: 163.7 kcal per mole
- Structure (SMILES): C=NC1=C=CN=CC1
- Orbital gap (spin up / spin down): 7.1390 / 7.8835 eV

```
! RIJCOSX wB97M-V def2-TZVPD def2/J DEFGRID3
* xyz 0 1
H -1.015 0.663 -1.600
C -0.166 0.635 -0.944
C 2.292 0.099 0.461
H 3.300 0.506 0.628
H 1.042 -0.406 -2.542
C 1.185 0.249 1.127
N 2.092 -0.400 -0.900
C 1.041 -0.243 -1.541
C -2.414 -0.707 1.509
N -1.797 -0.532 0.410
H -2.099 -0.075 2.349
H -3.157 -1.439 1.522
C -0.479 0.007 0.369
H 0.177 1.642 -0.847
*
```


# 2
The following is a DFT calculation (the ωB97M-V functional and the def2-TZVPD basis) of C6H6N2O as an isolated structure.

- Lowest unoccupied orbital energy: 0.773 eV
- HOMO: -7.9 eV
- ΔE to the lowest compared entry with this formula, charge and spin: 99.6 kcal per mole
- Orbital gap: 8.7116 eV

```
! RIJCOSX wB97M-V def2-TZVPD def2/J DEFGRID3
* xyz 0 1
C 0.335 -1.822 1.104
H -1.679 -1.288 -1.014
C 0.686 0.247 0.141
H -1.436 -0.736 1.887
C 0.658 2.082 -1.179
C -0.526 1.638 -1.320
N -1.474 -0.718 -0.218
H 2.333 -1.075 0.783
H 0.588 -2.615 1.749
N -1.127 -1.619 1.006
C 1.267 -0.929 0.811
O 1.365 1.415 -0.229
H -1.455 2.165 -1.609
C -0.577 0.324 -0.384
H 1.039 2.930 -1.529
*
```


# 3
The following is a DFT calculation (the ωB97M-V functional and the def2-TZVPD basis) of one molecule with the formula C6H6N2O.

- Lowest unoccupied orbital energy: 0.907 eV
- HOMO: -9.0 eV
- ΔE to the lowest compared entry with this formula, charge and spin: 37.8 kcal per mole
- Structure (SMILES): N=C=NC1C=COC=C1
- Orbital gap: 9.8574 eV

```
! RIJCOSX wB97M-V def2-TZVPD def2/J DEFGRID3
* xyz 0 1
O -0.919 1.373 0.515
H -1.026 -1.876 1.281
H 0.230 0.048 -2.339
H 0.179 -2.031 -0.895
C 0.219 -1.061 -0.393
H -1.812 0.370 2.026
C -0.068 0.096 -1.307
N 1.591 -0.886 0.075
C -1.178 0.210 1.166
N 2.818 1.149 0.447
H 3.155 1.549 1.302
C 2.149 0.143 0.364
C -0.745 -0.979 0.759
C -0.469 1.234 -0.760
H -0.539 2.169 -1.298
*
```


# 4
The following is a DFT calculation (the ωB97M-V functional and the def2-TZVPD basis) of a 2-piece molecular cluster, C6H6N2O2 overall.

- Lowest unoccupied orbital energy: 0.231 eV
- HOMO: -8.6 eV
- ΔE to the lowest compared entry with this formula, charge and spin: 111.0 kcal per mole
- Structure (SMILES): O=c1cc[nH]c(=O)[nH]1.C#C
- Orbital gap: 8.8035 eV

```
! RIJCOSX wB97M-V def2-TZVPD def2/J DEFGRID3
* xyz 0 1
O 0.161 -1.121 2.470
H 0.332 -1.460 -2.068
H -1.926 -1.482 -2.314
H 0.472 -2.486 0.126
H 0.467 1.238 1.852
H 0.253 0.949 -2.203
N 0.460 0.653 1.053
O 0.329 2.530 -0.280
C 0.471 -0.878 -1.180
H -1.281 0.423 0.349
C 0.406 1.347 -0.154
C -1.498 -0.194 -0.497
C 0.455 -1.465 0.018
C 0.374 -0.700 1.316
N 0.539 0.525 -1.283
C -1.745 -0.894 -1.444
*
```


# 5
The following is a DFT calculation (the ωB97M-V functional and the def2-TZVPD basis) of a 2-piece molecular cluster, C6H6N2O2 overall.

- Lowest unoccupied orbital energy: -0.061 eV
- HOMO: -8.3 eV
- ΔE to the lowest compared entry with this formula, charge and spin: 110.1 kcal per mole
- Structure (SMILES): O=c1cc[nH]c(=O)[nH]1.C#C
- Orbital gap: 8.2641 eV

```
! RIJCOSX wB97M-V def2-TZVPD def2/J DEFGRID3
* xyz 0 1
H -1.029 2.894 -0.306
C -0.956 1.748 -0.280
C 2.662 0.147 -0.860
O 1.783 -0.267 1.082
H 2.165 -2.076 -0.756
C -1.933 0.835 -0.428
C 0.654 -0.031 0.594
O -2.615 -1.419 -0.052
H -2.956 1.326 -0.609
H 1.058 2.058 0.657
C -1.804 -0.528 -0.107
H -0.563 -1.946 0.494
N -0.401 -0.901 0.182
C 2.380 -1.022 -0.808
N 0.280 1.346 0.468
H 2.802 1.225 -0.930
*
```


# 6
The following is a DFT calculation (the ωB97M-V functional and the def2-TZVPD basis) of a 2-piece molecular cluster, C6H6N2O2 overall.

- Lowest unoccupied orbital energy: 0.286 eV
- HOMO: -9.4 eV
- ΔE to the lowest compared entry with this formula, charge and spin: 64.4 kcal per mole
- Structure (SMILES): O=c1cc[nH]c(=O)[nH]1.C#C
- Orbital gap: 9.7295 eV

```
! RIJCOSX wB97M-V def2-TZVPD def2/J DEFGRID3
* xyz 0 1
C 1.396 1.013 -0.378
H -3.465 2.418 0.941
C 1.427 0.699 0.987
C 0.982 -0.402 1.703
C -3.607 0.294 -0.126
H -3.571 -0.722 -0.431
N 0.994 -0.136 -1.066
C -3.383 1.385 0.391
N 0.556 -1.421 0.902
H 0.263 -2.268 1.220
H 0.821 -0.030 -2.094
H 0.930 -0.705 2.712
O -0.489 -1.997 -1.092
O 1.700 2.069 -0.861
H 1.647 1.527 1.649
C 0.325 -1.304 -0.450
*
```


# 7
The following is a DFT calculation (the ωB97M-V functional and the def2-TZVPD basis) of one molecule with the formula C6H6N2O2.

- Lowest unoccupied orbital energy: -0.530 eV
- HOMO: -9.8 eV
- ΔE to the lowest compared entry with this formula, charge and spin: 158.8 kcal per mole
- Structure (SMILES): N1=N[C@H]2[C@@H]3O[C@@H]3[C@@H]1[C@H]1O[C@@H]21
- Orbital gap: 9.2878 eV

```
! RIJCOSX wB97M-V def2-TZVPD def2/J DEFGRID3
* xyz 0 1
H -2.101 -1.284 0.225
O 1.002 2.001 -0.395
C 0.185 -1.391 0.287
H -0.025 -2.267 1.015
C 1.017 -0.269 0.851
N -1.110 0.940 1.241
H 2.373 0.578 -0.718
H -2.068 1.085 -0.580
H 1.829 -0.750 1.311
N 0.120 0.458 1.732
C -1.212 -0.909 -0.322
H -0.013 1.050 -2.080
C 1.366 0.624 -0.328
C -1.202 0.655 -0.196
O -0.198 -1.658 -1.020
C 0.037 1.136 -1.023
*
```


# 8
The following is a DFT calculation (the ωB97M-V functional and the def2-TZVPD basis) of one molecule with the formula C6H6N2O2.

- Lowest unoccupied orbital energy: 0.897 eV
- HOMO: -8.1 eV
- ΔE to the lowest compared entry with this formula, charge and spin: 138.3 kcal per mole
- Structure (SMILES): COn1ccc2ocnc21
- Orbital gap: 9.0305 eV

```
! RIJCOSX wB97M-V def2-TZVPD def2/J DEFGRID3
* xyz 0 1
O -1.914 0.001 -0.621
C 0.838 1.961 0.032
H -3.019 -1.500 -0.634
H -1.589 -1.682 0.520
H 3.348 -1.993 -0.182
C -2.516 -1.036 0.136
N 1.372 -1.601 -0.092
C 1.563 0.665 0.017
N -0.840 0.456 0.141
O 2.798 0.123 0.034
H 1.405 2.845 0.076
H -1.258 2.358 -0.223
H -3.051 -0.671 1.070
C 2.636 -1.230 -0.069
C -0.494 1.711 -0.045
C 0.722 -0.407 -0.161
*
```